This record from the Open Molecules 2025 dataset describes a cluster of 8 separate species, C22H34F3NO34S8 in total at a distorted geometry. The level of theory is ωB97M-V/def2-TZVPD.

```
102
Properties=species:S:1:pos:R:3:forces:R:3:mulliken_charge:R:1
N -1.89234 -3.66239 -0.23895 0.2 0.8 -0.2 -0.15
C -0.65793 -3.04763 -0.47875 0.0 -0.8 0.0 0.36
O 0.17531 -3.60623 -1.15832 0.3 0.1 0.3 -0.67
C -0.37367 -1.68156 0.12001 -0.1 0.0 -0.7 -0.45
C 1.12002 -1.50451 0.41869 -0.2 0.7 0.4 -0.07
C 1.48594 -1.11847 1.81352 -0.3 -0.4 -1.0 0.47
C 1.03641 -1.42359 3.03719 0.2 0.8 -1.0 0.36
S -0.30634 -2.48306 3.44086 0.8 -2.6 2.1 1.34
O -0.46966 -3.57994 2.54354 -0.3 1.0 -1.3 -0.59
O -0.08815 -2.91867 4.78806 -0.1 1.0 0.4 -0.72
C -1.82783 -1.38818 3.54105 0.2 1.2 -0.7 0.73
F -1.46393 -0.15825 3.08901 -0.2 -0.3 0.1 -0.26
F -2.81776 -1.82448 2.78345 0.2 -0.2 0.5 -0.10
F -2.19345 -1.24153 4.80542 -0.1 -0.4 -0.4 -0.22
C 1.91234 -0.68927 4.01307 -0.6 -0.7 0.5 0.20
O 1.91802 -0.75329 5.19540 -0.1 0.3 0.2 -0.49
O 2.79999 0.08140 3.31023 0.3 0.1 -0.2 -0.32
C 2.63633 -0.14896 1.95957 -0.7 -0.5 1.0 -0.25
O 3.27202 0.37677 1.12416 0.5 0.4 -0.5 -0.46
H -1.82966 -4.38335 0.46554 -0.1 -0.2 -0.2 0.27
H -2.62350 -2.99856 -0.02624 -0.1 -0.2 0.3 0.10
H -1.04074 -1.44169 0.94183 0.1 -0.1 0.1 -0.10
H -0.60635 -0.97082 -0.68602 -0.1 -0.3 0.6 0.90
H 1.72239 -2.37887 0.15465 -0.2 -0.1 -0.1 0.50
H 1.48340 -0.69243 -0.21319 0.2 -0.1 0.0 -0.06
O 0.63551 -0.33847 -4.58830 -1.3 -0.3 0.8 -0.49
S 0.66716 0.31774 -3.34055 0.4 0.3 -0.2 0.97
O -0.11812 -0.10737 -2.22833 0.2 0.2 -0.6 -0.60
O 0.41470 1.87912 -3.59203 0.1 -0.2 -0.1 -0.32
C 1.51516 2.64487 -3.08519 0.1 0.2 0.4 -0.36
C 2.70768 1.72072 -3.19357 0.2 0.1 -0.5 -0.07
O 2.18585 0.42698 -2.85046 -0.3 0.1 0.4 -0.32
H 1.30321 2.90228 -2.04463 0.0 0.0 0.0 0.30
H 1.63981 3.55459 -3.66597 -0.2 -0.1 -0.2 0.32
H 3.51355 1.99607 -2.51864 -0.1 -0.2 0.2 0.36
H 3.08562 1.67564 -4.21600 0.0 0.0 0.0 0.01
O -4.47409 -3.68539 0.97357 0.0 -0.2 0.2 -0.37
S -5.89269 -3.72449 1.02841 -0.3 0.4 -0.3 0.94
O -6.58852 -4.90758 1.37394 0.1 -0.1 0.2 -0.61
O -6.44143 -3.15487 -0.35668 0.2 0.0 0.3 -0.22
C -7.30878 -2.04137 -0.13554 -0.5 0.0 0.1 -0.33
C -6.80193 -1.41868 1.14764 0.3 0.3 -0.2 -0.32
O -6.42633 -2.53492 1.96461 -0.2 -0.2 -0.1 -0.32
H -8.32847 -2.41675 -0.02791 0.0 0.0 0.0 0.26
H -7.26359 -1.35411 -0.97602 0.2 -0.2 -0.1 0.31
H -7.55350 -0.81593 1.64950 0.0 -0.2 0.2 0.35
H -5.91004 -0.81375 0.96831 0.0 0.0 0.0 0.23
O -5.84963 -3.89799 -3.16744 -0.1 0.3 0.0 -0.62
S -4.48431 -3.53986 -3.01999 0.4 -0.4 -0.3 1.15
O -4.06855 -2.52386 -2.12146 -0.2 0.1 0.1 -0.42
O -3.89340 -3.22381 -4.47505 -0.2 -0.3 0.1 -0.34
C -2.76797 -4.07532 -4.74202 0.5 0.1 0.1 -0.34
C -3.04475 -5.33070 -3.94410 -0.2 -0.3 -0.4 -0.39
O -3.63326 -4.85677 -2.72811 0.1 0.3 0.0 -0.26
H -1.86525 -3.57082 -4.39268 0.0 0.0 0.0 0.26
H -2.68513 -4.26815 -5.80805 -0.2 0.1 0.0 0.31
H -2.14421 -5.89978 -3.73242 0.0 0.1 0.3 0.35
H -3.77182 -5.97212 -4.44797 0.0 0.0 0.0 0.29
O -3.61347 1.38097 8.66849 -0.2 0.3 0.1 -0.55
S -2.26483 1.81254 8.66764 0.3 -0.4 -0.3 1.08
O -1.80864 2.87959 9.48677 -0.1 0.0 0.2 -0.50
O -1.82832 2.09771 7.15214 -0.2 -0.2 0.1 -0.35
C -0.69494 1.28888 6.80381 0.5 0.1 0.1 -0.14
C -0.82768 0.05584 7.66662 -0.2 -0.5 -0.3 -0.28
O -1.31880 0.54581 8.92540 0.2 0.5 -0.1 -0.36
H 0.21341 1.84588 7.04345 0.0 0.0 0.0 0.33
H -0.70585 1.05456 5.74317 -0.2 0.1 0.0 0.14
H 0.11600 -0.46456 7.80115 0.0 0.1 0.2 0.29
H -1.56713 -0.63552 7.25939 0.0 0.0 0.0 0.33
O 2.30768 -0.16290 -6.14867 0.8 -0.1 -0.6 -0.19
S 2.56778 -0.95805 -7.28836 0.3 0.2 -0.1 0.90
O 1.74024 -2.05019 -7.64801 -0.1 0.0 0.0 -0.60
O 4.09668 -1.45539 -7.22617 -0.1 0.3 0.0 -0.33
C 4.80239 -1.03002 -8.39605 0.0 -0.2 -0.4 -0.39
C 4.10727 0.24605 -8.81903 0.3 0.3 0.3 -0.01
O 2.72062 0.00248 -8.56919 0.0 -0.4 -0.1 -0.34
H 4.70653 -1.80700 -9.15763 0.0 0.0 0.0 0.29
H 5.85373 -0.87591 -8.16804 -0.1 0.0 0.2 0.33
H 4.26869 0.47971 -9.86782 -0.2 0.0 0.0 0.37
H 4.42338 1.09253 -8.20565 0.1 0.0 0.0 -0.06
O 4.49882 3.75676 12.08408 0.1 0.1 0.0 -0.54
S 3.77273 4.29081 10.99003 -0.3 -0.1 0.0 1.09
O 4.36513 5.18310 10.06236 0.2 0.0 0.0 -0.53
O 2.41923 4.93739 11.55522 0.1 -0.3 0.1 -0.33
C 1.27951 4.33056 10.92866 -0.2 0.1 -0.4 -0.30
C 1.73688 2.93132 10.58671 -0.2 -0.3 0.4 0.10
O 3.10080 3.08623 10.17210 -0.1 0.4 -0.1 -0.30
H 1.03578 4.90122 10.03076 0.0 0.0 0.0 0.32
H 0.42728 4.33745 11.60164 0.1 0.1 0.2 0.31
H 1.14602 2.48177 9.79398 0.2 0.0 -0.1 -0.14
H 1.72038 2.28172 11.46436 -0.1 0.0 0.0 0.31
O 5.29487 3.68920 -6.68763 0.0 -0.3 0.1 -0.64
S 3.92837 3.82317 -7.04186 -0.1 0.4 -0.3 1.16
O 2.90856 3.05979 -6.42065 0.1 0.0 0.3 -0.44
O 3.80735 3.65905 -8.63178 0.2 0.2 0.1 -0.26
C 3.20287 4.82774 -9.20461 -0.5 0.1 -0.1 -0.33
C 3.58998 5.95353 -8.26996 0.4 0.1 -0.2 -0.40
O 3.52205 5.36920 -6.96148 -0.3 -0.2 -0.1 -0.30
H 2.12187 4.67864 -9.22564 0.0 0.0 0.0 0.30
H 3.56636 4.98276 -10.21660 0.2 -0.2 0.0 0.31
H 2.92049 6.80572 -8.34000 -0.1 -0.1 0.2 0.32
H 4.61656 6.28232 -8.44379 0.0 0.0 0.0 0.30
```
Forces are in eV/Å.

The value obtained for the HOMO energy is -9.5 eV. As for the SMILES: NC(=O)CCC1=C(S(=O)(=O)C(F)(F)F)C(=O)OC1=O.O=S1(=O)OCCO1.O=S1(=O)OCCO1.O=S1(=O)OCCO1.O=S1(=O)OCCO1.O=S1(=O)OCCO1.O=S1(=O)OCCO1.O=S1(=O)OCCO1. The calculation puts the HOMO-LUMO gap at 7.6435 eV.



This record from the Open Molecules 2025 dataset describes a structure of composition C22H34MoN2O3P2S2 at a distorted geometry. The level of theory is ωB97M-V/def2-TZVPD.

```
66
Properties=species:S:1:pos:R:3:forces:R:3:nbo_charge:R:1
Mo -0.04864 0.30626 -0.82619 -1.7 -3.5 -1.6 0.77
P 2.34397 -0.30822 -1.14826 1.0 0.4 0.5 0.99
P -2.53725 -0.15850 -0.93328 -0.2 0.9 0.9 1.07
N -0.08721 1.09599 -2.37673 0.4 -0.7 0.6 -0.55
H 1.16151 -2.27683 1.05811 -0.7 -0.5 0.1 0.11
C 2.94644 -1.80892 -1.98999 -0.1 -0.1 -0.2 -0.94
H 4.04808 -1.84055 -1.98043 -0.4 0.1 0.0 0.24
H 2.59533 -1.81490 -3.03081 0.1 -0.1 0.3 0.24
H 2.55304 -2.69779 -1.47533 0.1 0.3 -0.2 0.26
C 3.25596 -0.32263 0.42507 0.3 0.0 0.1 -0.97
H 4.34120 -0.27955 0.22545 -0.3 -0.2 0.1 0.23
H 3.00949 -1.23039 1.00196 0.2 0.3 -0.2 0.26
H 2.97196 0.54627 1.05126 0.2 -0.5 -0.6 0.30
C 3.12898 1.07764 -2.08297 0.1 -0.2 0.0 -0.92
H 4.22511 1.00909 -1.98696 -0.3 0.0 -0.1 0.23
H 2.78984 2.04600 -1.68670 0.1 -0.4 -0.1 0.26
H 2.84856 1.01122 -3.14524 0.0 0.0 0.3 0.24
C -3.46149 -1.55327 -1.64468 0.1 -0.3 -0.3 -0.94
H -4.54416 -1.40634 -1.49297 0.4 0.0 0.0 0.23
H -3.14314 -2.47983 -1.14807 0.0 0.3 -0.1 0.27
H -3.26009 -1.64391 -2.71971 0.0 0.0 0.2 0.24
C -3.28158 -0.06772 0.73787 -0.3 -0.2 0.0 -0.95
H -4.35896 -0.29640 0.63225 0.4 0.1 0.2 0.22
H -3.15602 0.93548 1.17257 0.0 -0.3 -0.3 0.23
H -2.78954 -0.81274 1.37681 -0.1 0.2 -0.2 0.28
C -3.26897 1.33932 -1.70379 -0.4 -0.3 -0.1 -0.95
H -4.35345 1.34877 -1.51226 0.3 0.1 -0.2 0.22
H -3.07350 1.33309 -2.78460 -0.1 0.1 0.3 0.24
H -2.80653 2.23337 -1.26331 -0.1 -0.3 -0.1 0.25
C -0.05579 1.82460 -3.53617 -0.2 0.5 -0.5 0.08
C -0.01986 2.02122 -5.93556 0.0 0.3 -0.1 -0.15
C -0.05341 1.21455 -4.81005 -0.1 0.2 0.8 -0.24
C -0.04424 3.22166 -3.39973 -0.1 -0.4 -0.2 -0.21
C -0.01632 4.00465 -4.53934 0.0 0.0 -0.3 -0.21
C 0.00091 3.41714 -5.81011 0.0 -0.1 0.2 -0.22
H -0.01642 1.56300 -6.92177 0.0 0.1 0.1 0.21
H -0.10441 0.12592 -4.85471 0.1 0.3 -0.1 0.22
H -0.08451 3.62385 -2.38416 0.1 0.0 -0.4 0.23
H -0.01472 5.08246 -4.43108 0.0 0.0 -0.1 0.22
H 0.02593 4.05310 -6.69838 0.0 -0.3 0.3 0.22
C 0.12539 -2.73331 1.02684 -0.4 0.8 -0.2 0.11
O -0.77141 -1.92065 0.33211 0.8 2.3 -1.4 -0.93
C 0.18670 -4.10747 0.32097 0.3 -0.3 0.6 -0.63
H 0.01764 -4.90970 1.05381 0.1 0.0 -0.2 0.20
H 1.17813 -4.28049 -0.11732 -0.2 0.0 -0.1 0.19
H -0.58455 -4.18163 -0.45996 0.3 0.2 0.3 0.22
C -0.45072 -2.78553 2.44328 0.5 -0.6 0.3 -0.62
H -1.46726 -3.18730 2.35639 0.1 0.1 0.1 0.20
H -0.49104 -1.78073 2.90082 0.1 -0.4 -0.3 0.20
H 0.13251 -3.45635 3.09226 -0.1 0.2 0.0 0.19
O 3.32237 1.81138 4.66901 -0.6 -0.6 -0.5 -0.90
S 2.52619 0.81265 3.99289 0.1 0.6 -0.2 2.27
O 3.07513 -0.51613 3.82903 -0.4 0.8 0.0 -0.91
N 1.98100 1.39203 2.51883 -0.9 0.2 -0.1 -0.73
C 0.66975 1.43074 2.40991 2.4 0.0 -0.6 0.17
S 0.09608 1.89042 0.81198 -0.5 1.5 1.7 -0.16
C -0.06749 1.05885 3.62688 -0.1 -1.1 1.6 -0.05
C -1.41488 0.77551 3.92185 0.0 0.3 -0.6 -0.19
C -1.75780 0.17346 5.13986 0.3 0.1 0.4 -0.19
C -0.77393 -0.11181 6.09975 0.2 0.2 -0.1 -0.18
C 0.57969 0.14082 5.82684 -0.6 0.4 -0.4 -0.18
C 0.88953 0.72640 4.61101 -0.9 -0.8 0.6 -0.31
H -2.21006 1.01252 3.19967 0.5 -0.2 0.3 0.23
H -2.80428 -0.08252 5.37178 0.6 0.3 -0.3 0.23
H -1.03751 -0.51634 7.07981 -0.1 0.0 -0.4 0.22
H 1.38469 -0.09100 6.51369 -0.2 -0.1 0.1 0.24
```
Forces are in eV/Å.

The value obtained for the HOMO energy (alpha / beta) is -6.9 / -7.7 eV. The calculation puts the HOMO-LUMO gap (alpha / beta) at 6.2888 / 7.0799 eV. The spin multiplicity is 3.



This record from the Open Molecules 2025 dataset describes a cluster of 5 separate species, C22H34N2O16 in total at a distorted geometry. The level of theory is ωB97M-V/def2-TZVPD.

```
74
Properties=species:S:1:pos:R:3:forces:R:3:mulliken_charge:R:1
C 3.76179 -0.65762 -0.31117 0.8 0.0 0.8 -1.09
C 2.66921 0.36370 -0.98525 0.1 -0.5 -0.4 1.33
N 3.22586 0.84838 -2.30619 0.7 -0.7 0.5 -0.69
C 1.12518 -0.13811 -1.24378 0.0 0.7 -0.7 -0.46
C 0.54533 -0.39361 0.26554 -0.7 0.7 1.0 0.66
C 0.59736 -1.87765 0.94922 0.4 -1.0 -0.2 -0.78
C 1.09559 -3.09327 -0.02823 0.3 -0.9 1.1 -0.39
O 0.27079 -3.31551 -1.22639 -0.2 1.7 1.3 -0.45
C -1.00169 0.09855 0.63215 0.1 0.7 0.4 -0.86
C -1.41757 1.53227 -0.04873 -0.9 -0.7 -0.2 -0.38
C -2.30101 1.29326 -1.44540 -0.4 4.4 -5.1 0.40
O -2.43563 2.25277 -2.39909 0.8 -6.3 6.5 -0.58
O -3.01662 0.01368 -1.74499 3.1 1.4 0.7 -0.39
N 1.37552 0.62204 1.07774 2.5 1.1 -0.7 0.14
C 2.37907 1.42388 0.23061 1.3 2.8 0.0 -0.19
O 2.91084 2.63057 0.44812 -3.3 -7.6 -0.8 -0.68
H 3.33962 -1.34984 0.53260 0.8 1.4 -1.7 0.13
H 4.57985 0.03538 0.21308 -1.7 -1.5 -1.1 0.29
H 4.36283 -1.31244 -1.09491 -1.6 1.4 1.5 0.23
H 4.27049 1.02619 -2.22859 -1.8 -0.2 0.1 0.37
H 3.13914 0.07766 -3.03216 0.0 1.1 1.4 0.32
H 0.93580 -0.94640 -2.09090 0.8 1.2 2.2 -0.01
H 0.65799 0.82554 -1.77007 0.7 -1.8 1.5 0.15
H 1.30703 -1.87270 1.88630 -1.2 0.1 -1.8 0.29
H -0.47359 -2.20008 1.36450 2.3 0.9 -1.0 0.37
H 1.00629 -4.09319 0.61868 0.2 2.1 -1.3 0.35
H 2.25028 -3.03575 -0.31909 -2.6 0.2 0.4 0.16
H -0.36683 -2.55427 -1.38576 1.4 -1.4 0.5 0.30
H -0.99630 0.26554 1.81399 0.1 -0.4 -2.6 0.11
H -1.79939 -0.73969 0.43753 1.5 1.7 0.1 0.44
H -0.47126 2.21460 -0.25094 -2.2 -1.5 0.1 0.18
H -2.13743 2.13502 0.67089 1.4 -1.3 -1.5 0.35
H -2.32533 -0.73063 -1.79721 -1.3 1.6 0.5 0.28
H 1.96853 0.20317 1.84540 -1.2 0.6 -0.8 0.08
O -9.29552 -1.73842 -2.47510 2.6 1.0 -0.5 -0.54
C -8.17570 -1.30406 -2.68728 -2.5 -0.9 0.4 0.56
O -7.91268 -0.07563 -3.22137 -0.4 -0.9 0.3 -0.34
C -6.51915 0.13731 -3.09612 0.6 1.0 -0.1 -0.25
C -5.96631 -1.24835 -3.01051 1.1 -0.3 -0.1 0.22
O -7.02206 -1.98416 -2.42222 -0.9 0.3 0.0 -0.33
H -6.13207 0.68756 -3.95811 -0.2 0.0 0.1 0.29
H -6.33077 0.71963 -2.18810 0.0 -0.1 -0.1 0.27
H -5.74591 -1.67220 -3.99593 -0.1 0.0 0.0 0.19
H -5.06600 -1.29969 -2.39208 -0.3 -0.1 0.0 -0.07
O 4.33586 -1.01820 3.08367 0.4 2.5 0.8 -0.54
C 4.59311 0.11029 3.46839 -0.1 -2.2 -0.8 0.47
O 5.85642 0.60417 3.62203 -1.0 -0.7 -0.1 -0.33
C 5.72862 1.99341 3.85999 0.8 0.9 -0.1 -0.46
C 4.34336 2.12243 4.40536 -0.4 1.0 0.6 -0.36
O 3.65445 1.04358 3.80237 0.6 -0.9 -0.5 -0.07
H 6.48832 2.33703 4.56739 -0.1 -0.2 -0.2 0.31
H 5.85660 2.52753 2.91267 -0.1 -0.1 0.1 0.28
H 4.30919 2.00023 5.49311 0.0 0.0 -0.1 0.31
H 3.87887 3.07612 4.14007 -0.1 -0.3 -0.1 0.36
O -1.75604 2.81640 3.51131 1.9 -0.9 1.7 -0.55
C -0.91561 2.42854 4.30562 -1.7 0.8 -1.7 0.59
O -0.59577 3.07168 5.46646 -0.3 -0.2 -0.9 -0.35
C 0.24160 2.19972 6.20230 0.2 0.0 1.1 -0.42
C 0.82874 1.31725 5.14896 1.0 -0.5 0.1 0.18
O -0.17161 1.29478 4.14851 -0.8 0.7 0.0 -0.24
H 1.00465 2.76274 6.74671 -0.2 0.1 -0.1 0.33
H -0.37064 1.64383 6.92010 0.0 0.0 -0.1 0.24
H 1.74775 1.73150 4.72103 -0.3 -0.1 0.1 -0.15
H 1.03171 0.30793 5.51736 -0.1 0.1 -0.2 0.38
O 0.62675 -3.47292 -4.05569 -1.9 2.2 -1.2 -0.53
C -0.15132 -2.63339 -4.47699 2.2 -2.4 0.7 0.53
O -0.24224 -2.25252 -5.78472 0.2 -0.3 1.0 -0.33
C -1.39684 -1.44190 -5.89751 -0.5 0.3 -1.0 -0.43
C -1.59170 -0.92656 -4.50846 -0.7 1.1 0.1 -0.05
O -1.04410 -1.95159 -3.70127 0.4 -0.5 -0.1 -0.11
H -1.23691 -0.63803 -6.62129 0.1 -0.2 0.1 0.34
H -2.23333 -2.06311 -6.23434 0.1 0.0 0.0 0.28
H -1.03924 0.00110 -4.32533 -0.1 0.0 0.0 0.20
H -2.64627 -0.76547 -4.26851 0.2 0.0 0.1 0.13
```
Forces are in eV/Å.

The value obtained for the HOMO energy is -9.5 eV. As for the SMILES: C[C@@]1(N)C[C@](CCO)(CCC(=O)O)NC1=O.O=C1OCCO1.O=C1OCCO1.O=C1OCCO1.O=C1OCCO1. The calculation puts the HOMO-LUMO gap at 9.6276 eV.



Per-record molecular weight, g mol⁻¹: 1170.02; 596.55; 582.51